{"formula": "C18H56Cd2N4O10", "method": "the ωB97M-V functional and the def2-TZVPD basis", "gap_ev": 2.97, "charge": 2, "homo_energy_ev": -12.9693, "multiplicity": 1, "elements": ["Cd", "Cd", "O", "C", "C", "O", "H", "H", "H", "H", "C", "C", "C", "O", "C", "N", "H", "H", "H", "H", "H", "H", "H", "H", "H", "H", "H", "C", "C", "C", "O", "C", "N", "H", "H", "H", "H", "H", "H", "H", "H", "H", "H", "H", "C", "C", "C", "O", "C", "N", "H", "H", "H", "H", "H", "H", "H", "H", "H", "H", "H", "C", "C", "C", "O", "C", "N", "H", "H", "H", "H", "H", "H", "H", "H", "H", "H", "H", "O", "H", "H", "O", "H", "H", "O", "H", "H", "O", "H", "H"], "coordinates": [[-0.828, 2.931, 3.605], [1.087, -0.266, 2.385], [0.195, 1.743, 2.269], [0.038, 1.835, 0.842], [-0.209, 0.557, -0.023], [0.547, -0.566, 0.382], [0.930, 2.276, 0.382], [-0.777, 2.521, 0.581], [0.002, 0.874, -1.048], [-1.278, 0.314, -0.013], [3.575, 3.016, -1.430], [3.567, 2.731, -2.931], [2.555, 1.642, -3.285], [3.026, 0.385, -2.883], [2.149, -0.679, -3.085], [3.309, 3.928, -3.737], [4.230, 3.834, -1.123], [3.807, 2.099, -0.887], [2.598, 3.400, -1.097], [4.577, 2.359, -3.125], [2.400, 1.702, -4.367], [1.617, 1.833, -2.739], [1.763, -0.767, -4.105], [1.268, -0.566, -2.431], [2.595, -1.632, -2.800], [3.517, 4.832, -3.338], [2.304, 3.932, -3.900], [-5.275, 2.982, -0.696], [-5.446, 1.471, -0.716], [-4.111, 0.802, -1.055], [-3.822, 1.146, -2.388], [-2.510, 0.875, -2.834], [-5.912, 1.033, 0.646], [-5.072, 3.476, -1.644], [-4.403, 3.234, -0.078], [-6.094, 3.471, -0.167], [-6.235, 1.085, -1.364], [-4.107, -0.293, -0.989], [-3.377, 1.249, -0.366], [-2.231, -0.173, -2.690], [-1.786, 1.583, -2.422], [-2.542, 1.059, -3.907], [-6.912, 1.224, 0.684], [-5.957, 0.015, 0.556], [-4.497, -0.216, 4.293], [-3.839, -1.059, 3.194], [-4.854, -2.008, 2.503], [-5.360, -3.102, 3.251], [-4.364, -3.806, 3.980], [-3.343, -0.072, 2.201], [-5.230, 0.503, 3.923], [-3.713, 0.442, 4.686], [-4.929, -0.837, 5.077], [-3.019, -1.618, 3.646], [-4.349, -2.537, 1.689], [-5.665, -1.365, 2.169], [-3.454, -3.932, 3.380], [-4.737, -4.789, 4.253], [-4.187, -3.197, 4.871], [-2.806, -0.614, 1.501], [-4.160, 0.210, 1.644], [5.249, -2.357, 0.877], [5.348, -1.121, -0.019], [5.961, -1.533, -1.340], [7.216, -2.167, -1.234], [7.667, -2.602, -2.487], [4.017, -0.534, -0.164], [4.753, -2.193, 1.838], [6.232, -2.803, 1.019], [4.628, -3.136, 0.416], [6.030, -0.430, 0.478], [6.073, -0.593, -1.906], [5.317, -2.127, -2.001], [8.607, -3.153, -2.465], [7.903, -1.805, -3.205], [6.890, -3.239, -2.925], [3.293, -1.245, -0.175], [3.910, -0.042, -1.049], [1.843, -2.235, 2.520], [1.825, -2.931, 1.819], [1.992, -2.714, 3.349], [-2.154, -2.081, 0.538], [-1.915, -3.002, 0.704], [-1.511, -1.777, -0.118], [1.147, -3.503, 0.151], [0.557, -3.918, -0.486], [0.930, -2.555, 0.109], [-0.719, 4.797, 2.530], [-0.866, 5.741, 2.711], [-0.486, 4.750, 1.587]], "forces_ev_per_a": [[-0.43, -0.60, -0.66], [-0.03, 0.05, -1.15], [0.37, -0.98, 0.46], [-0.19, 0.75, -1.89], [-0.30, -0.51, 1.07], [-0.18, 0.74, 0.12], [0.34, 0.07, 0.67], [-0.17, -0.07, 0.21], [0.29, 0.00, -0.02], [-0.08, 0.04, 0.15], [-0.69, 0.19, 0.32], [0.79, 0.67, 1.03], [0.10, 0.50, -0.06], [1.02, -0.14, -0.02], [-1.22, -0.24, 0.22], [-1.08, -0.75, -0.49], [0.51, -0.30, -0.28], [0.08, 0.17, 0.24], [-0.24, -0.34, -0.14], [-0.09, -0.13, -0.48], [-0.22, -0.27, -0.01], [-0.19, 0.20, -0.25], [0.29, 0.16, -0.12], [-0.05, 0.05, -0.02], [0.44, 0.20, -0.07], [0.40, -0.25, 0.41], [0.09, 0.33, -0.31], [0.26, 0.33, 0.47], [-0.41, -0.40, 0.68], [-0.22, 0.42, -0.35], [0.13, 0.22, -0.08], [-0.66, 0.25, -0.55], [0.27, -0.71, -0.53], [-0.38, -0.32, -0.23], [0.07, -0.27, 0.09], [-0.25, -0.04, -0.36], [0.35, 0.54, -0.81], [-0.15, -0.03, 0.42], [0.23, -0.26, 0.04], [0.16, -0.01, 0.26], [0.12, -0.17, 0.32], [0.11, -0.08, -0.03], [0.12, 0.51, 0.23], [0.15, -0.02, 0.20], [0.42, -0.03, 0.08], [-0.98, 1.10, 0.20], [1.06, -0.99, 0.21], [-0.54, 0.38, 0.41], [-0.37, 0.75, -0.14], [0.46, -1.13, -0.77], [-0.28, -0.42, -0.30], [0.07, -0.24, 0.41], [-0.03, 0.17, 0.08], [0.19, 0.02, -0.27], [0.09, 0.80, -0.58], [-0.32, -0.39, -0.09], [0.08, 0.01, 0.09], [-0.19, 0.09, -0.01], [0.53, -0.48, 0.20], [-0.09, 0.43, 0.64], [0.13, 0.63, 0.56], [-0.32, -0.45, 0.01], [-0.11, -1.57, 0.93], [0.40, 1.01, -1.38], [0.08, 0.26, 0.70], [0.03, -0.24, -1.02], [-0.17, 0.43, -0.01], [0.35, 0.43, 0.10], [-0.02, 0.08, 0.18], [0.09, 0.08, -0.36], [-0.08, 0.26, -0.14], [0.18, 0.04, -0.14], [-0.44, -0.31, 0.50], [-0.17, -0.19, 0.80], [-0.45, 0.38, 0.25], [0.17, -0.09, -0.21], [0.20, -0.21, -0.08], [0.08, 0.05, 0.12], [0.44, -1.16, 0.85], [-0.27, 0.32, -0.19], [0.11, 0.07, -0.14], [0.38, -0.33, -0.33], [-0.13, 0.07, 0.00], [0.03, -0.05, 0.16], [-0.04, 0.56, 0.33], [0.18, -0.23, 0.05], [-0.12, 0.15, -0.39], [0.01, 0.73, -0.42], [-0.07, -0.20, 0.22], [0.01, -0.12, 0.16]], "lowdin_charge": [1.530, 1.477, -0.588, -0.323, -0.348, -0.422, 0.101, 0.098, 0.087, 0.067, -0.068, -0.421, -0.202, -0.207, -0.104, 0.048, 0.079, 0.055, 0.058, 0.141, 0.138, 0.118, 0.100, 0.070, 0.089, 0.073, 0.066, -0.054, -0.390, -0.226, -0.176, -0.094, 0.022, 0.084, 0.067, 0.080, 0.146, 0.131, 0.100, 0.090, 0.076, 0.098, 0.088, 0.057, -0.063, -0.424, -0.186, -0.172, -0.090, 0.058, 0.080, 0.046, 0.083, 0.118, 0.115, 0.117, 0.085, 0.098, 0.085, 0.021, 0.023, -0.064, -0.418, -0.231, -0.167, -0.113, 0.057, 0.058, 0.084, 0.082, 0.141, 0.130, 0.124, 0.093, 0.093, 0.089, 0.040, 0.031, -0.127, 0.058, 0.093, -0.060, 0.065, 0.029, -0.053, 0.068, -0.009, -0.102, 0.111, 0.090]}

{"formula": "C4H6Cl2O", "method": "the ωB97M-V functional and the def2-TZVPD basis", "gap_ev": [6.97, 8.85], "e_above_lowest_kj_mol": 548.6, "homo_energy_ev": [-7.3279, -8.2717], "multiplicity": 1, "elements": ["C", "C", "C", "C", "O", "Cl", "Cl", "H", "H", "H", "H", "H", "H"], "coordinates": [[-1.772, -0.379, -1.228], [-1.101, 0.065, -0.181], [-0.030, -0.016, 2.015], [1.509, 0.526, -1.070], [-0.915, 0.558, 1.052], [1.196, 0.082, -2.762], [2.229, -0.844, -0.345], [-2.793, -0.729, -1.190], [-1.158, -0.428, -2.192], [0.921, 0.701, 2.013], [0.361, -1.061, 1.832], [-0.527, 0.139, 2.982], [2.081, 1.384, -0.925]], "forces_ev_per_a": [[1.53, 0.48, 0.50], [2.46, 0.87, 0.48], [2.78, 1.15, 0.20], [-2.25, -2.29, -1.11], [-2.04, -1.16, -2.08], [0.09, 0.86, 0.23], [0.68, -0.64, 0.91], [-0.16, -0.03, -0.06], [-1.04, 0.05, 1.30], [-1.82, -1.60, 0.01], [-0.99, 1.19, -0.01], [0.16, -0.43, -0.36], [0.59, 1.55, 0.00]], "lowdin_charge": [0.005, -0.126, -0.094, -1.000, -0.119, 0.477, 0.510, 0.058, 0.025, 0.120, 0.087, 0.086, -0.028]}

{"formula": "C3H12N2S", "method": "the ωB97M-V functional and the def2-TZVPD basis", "gap_ev": 9.80, "e_above_lowest_kj_mol": 125.8, "homo_energy_ev": -9.0303, "multiplicity": 1, "smiles": "CCS.NCN", "elements": ["C", "C", "S", "H", "H", "H", "H", "H", "H", "N", "C", "N", "H", "H", "H", "H", "H", "H"], "coordinates": [[-2.075, 0.399, -1.334], [-2.873, -0.051, -0.110], [-1.907, 0.083, 1.613], [-1.682, 1.432, -1.163], [-1.275, -0.276, -1.689], [-2.814, 0.488, -2.152], [-3.240, -1.081, -0.220], [-3.750, 0.604, 0.011], [-0.821, -0.626, 1.597], [1.137, -0.148, 0.213], [2.563, -0.211, -0.121], [3.488, 0.335, 1.020], [0.564, -0.478, -0.539], [0.694, -0.489, 1.122], [2.681, 0.487, -0.994], [2.949, -1.182, -0.391], [3.386, -0.372, 1.814], [2.974, 1.088, 1.324]], "forces_ev_per_a": [[-0.35, 0.91, -0.09], [1.33, -0.61, 0.77], [-2.73, 1.28, -0.75], [-0.06, -0.96, -0.16], [-0.40, 0.28, 0.46], [0.38, -0.09, 0.13], [0.20, 0.31, 0.18], [0.54, -0.17, 0.42], [0.43, -1.02, -0.74], [-0.50, -0.10, 1.50], [0.90, 1.61, 1.32], [-0.80, -4.37, -1.35], [-0.24, -0.08, -0.33], [2.07, 0.41, -1.82], [0.09, -0.72, 0.77], [0.08, -0.44, -0.04], [0.32, 1.16, -1.37], [-1.25, 2.59, 1.10]], "lowdin_charge": [-0.192, -0.485, 0.647, 0.083, 0.058, 0.071, 0.056, 0.063, -0.260, -0.041, -0.315, -0.006, 0.023, 0.034, 0.111, 0.081, 0.078, -0.006]}

{"formula": "C5H21NO5", "method": "the ωB97M-V functional and the def2-TZVPD basis", "gap_ev": 9.47, "e_above_lowest_kj_mol": 236.6, "homo_energy_ev": -9.0383, "multiplicity": 1, "smiles": "CC(C)[C@H](N)CO.O.O.O.O", "elements": ["C", "C", "C", "C", "N", "C", "O", "H", "H", "H", "H", "H", "H", "H", "H", "H", "H", "H", "H", "H", "O", "H", "H", "O", "H", "H", "O", "H", "H", "O", "H", "H"], "coordinates": [[1.164, 2.311, 0.486], [0.306, 2.321, -0.796], [1.224, 1.507, -1.847], [-1.158, 1.670, -0.628], [-1.901, 2.766, 0.145], [-1.066, 0.217, 0.119], [-2.077, -0.508, -0.571], [2.281, 2.229, 0.317], [0.976, 1.429, 1.137], [0.885, 3.282, 0.926], [0.038, 3.351, -1.207], [0.669, 0.743, -2.488], [2.197, 1.178, -1.532], [1.566, 2.200, -2.546], [-1.808, 1.559, -1.544], [-2.936, 2.578, 0.419], [-1.421, 2.985, 1.011], [-0.041, -0.064, -0.299], [-1.151, 0.201, 1.173], [-2.705, -0.933, -0.043], [-0.837, -2.511, 2.135], [-1.093, -3.395, 2.107], [0.015, -2.453, 1.691], [-0.664, -2.536, -1.761], [-1.508, -2.385, -2.197], [-0.850, -1.807, -1.145], [0.981, -3.554, 0.332], [0.328, -3.454, -0.446], [1.728, -3.767, -0.161], [2.703, -1.684, 2.380], [2.010, -1.911, 1.735], [2.146, -1.563, 3.099]], "forces_ev_per_a": [[-0.18, 0.69, 0.23], [0.05, -2.01, -2.11], [-2.49, -0.26, -0.55], [-0.12, 1.25, 2.66], [-1.68, -1.05, 0.14], [0.88, 2.36, -4.16], [1.17, 0.12, -1.26], [-1.35, 0.61, -0.13], [-0.30, 0.73, -0.22], [0.67, -0.58, 0.90], [0.92, -1.22, 0.70], [0.74, 0.68, 1.12], [-0.04, -0.92, 1.00], [0.20, 1.55, -1.60], [1.41, -0.18, 0.63], [2.52, -0.02, -0.86], [0.00, -0.12, -0.02], [-1.17, -0.61, 1.10], [-0.03, 0.05, 0.94], [-1.16, -0.92, 1.73], [0.29, 2.84, 0.33], [-0.43, -2.36, -0.15], [-0.10, -0.47, -0.16], [-0.43, 0.55, 0.25], [-0.13, -0.81, -0.83], [0.62, 0.06, 0.47], [-3.22, 0.76, -0.77], [0.72, -0.01, 1.60], [2.58, -0.67, -0.94], [0.43, -0.41, -2.39], [0.80, -0.16, -0.41], [-1.16, 0.51, 2.74]], "lowdin_charge": [-0.092, -0.341, -0.078, -0.277, -0.012, -0.182, -0.088, 0.090, 0.078, 0.072, 0.138, 0.097, 0.054, 0.032, 0.145, 0.104, 0.039, 0.114, 0.102, 0.072, -0.031, 0.005, -0.015, -0.066, 0.054, 0.000, -0.060, 0.060, 0.015, -0.027, 0.006, -0.007]}

{"formula": "CH5OS", "method": "the ωB97M-V functional and the def2-TZVPD basis", "gap_ev": 7.31, "e_above_lowest_kj_mol": 10.6, "charge": -1, "homo_energy_ev": -2.9257, "multiplicity": 1, "elements": ["C", "O", "H", "H", "H", "H", "S", "H"], "coordinates": [[1.064, 0.555, 0.217], [0.265, -0.163, 1.123], [1.293, -0.039, -0.674], [0.578, 1.480, -0.120], [1.991, 0.826, 0.728], [-0.490, -0.528, 0.574], [-1.803, -0.717, -1.092], [-2.898, -1.415, -0.756]], "forces_ev_per_a": [[-0.15, 0.02, 0.11], [-0.10, -0.19, -0.12], [0.10, 0.01, -0.02], [-0.02, -0.01, -0.01], [0.10, -0.02, -0.05], [0.16, 0.24, 0.26], [-0.12, -0.04, -0.23], [0.03, -0.02, 0.06]], "lowdin_charge": [-0.261, -0.239, 0.057, 0.061, 0.057, -0.112, -0.121, -0.444]}